Entry 1:
The following is a DFT calculation (the ωB97M-V functional and the def2-TZVPD basis) of a 2-piece molecular cluster, C3H11N3O overall in a non-equilibrium geometry.

```
18
Properties=species:S:1:pos:R:3
C -0.3825 2.2163 1.8488
N 0.3804 1.9028 0.6524
C 0.9055 -1.1719 -0.6770
N 1.8905 -1.0751 -1.6036
O 1.1442 -1.1816 0.5207
H 1.0872 1.2032 0.9031
H 2.8020 -0.9123 -1.1926
H 1.6908 -0.4894 -2.4019
H -1.2321 2.8575 1.5982
H 0.2483 2.7416 2.5707
H -0.7599 1.3006 2.3131
C -1.4984 -1.4448 -0.4277
N -0.3323 -1.2239 -1.2461
H -0.3448 -1.6142 -2.1776
H -0.2277 1.4072 0.0000
H -1.5262 -2.4969 -0.1316
H -1.4591 -0.8177 0.4670
H -2.3859 -1.2014 -1.0160
```

Summary:
HOMO-LUMO gap = 9.74 eV
Calculated total energy = -360.42836 a.u.
Relative energy (zero: lowest compared OMol25 entry of this formula, charge and spin) = 23.7 kJ/mol
Total charge = 0
LUMO energy = 0.8 eV
Strongest force on any atom = 1.58 eV/Å
HOMO = -8.96 eV

***

Entry 2:
The following is a DFT calculation (the ωB97M-V functional and the def2-TZVPD basis) of C12H33CsN4O3PSSe4 as an isolated structure in a non-equilibrium geometry.

```
59
Properties=species:S:1:pos:R:3
Cs -1.1139 0.5889 -1.0385
Se -3.5496 -1.4957 -1.1533
Se -3.8100 -0.2835 -3.1123
Se -3.5574 1.9721 -2.7229
Se -1.4673 2.6049 -3.4606
N 2.8690 1.2993 3.3129
C 2.9617 0.1188 4.1529
C 2.2057 -1.0579 3.5317
C 3.0223 -1.7896 2.4646
C 2.1702 -2.7063 1.5742
N 1.1333 -2.0314 0.7789
H 3.2702 1.1166 2.4007
H 3.3620 2.0839 3.7231
H 2.5144 0.3741 5.1171
H 4.0034 -0.1857 4.3439
H 1.2929 -0.6902 3.0625
H 1.9282 -1.7549 4.3265
H 3.7933 -2.3948 2.9488
H 3.5186 -1.0551 1.8203
H 1.6589 -3.4192 2.2276
H 2.8580 -3.2691 0.9260
H 0.6240 -2.7420 0.2639
H 1.5572 -1.4429 0.0681
C 2.0739 4.7000 1.0260
O 0.9681 4.1510 1.7172
P 0.2785 2.7662 1.0959
O -0.9813 2.7690 2.1187
C -0.9643 2.0013 3.3128
O -0.4776 3.3535 -0.1975
C -1.3624 4.4709 -0.1501
H 2.2519 5.6907 1.4437
H 1.8742 4.7968 -0.0451
H 2.9744 4.0890 1.1564
H -1.9949 1.9261 3.6571
H -0.3523 2.4928 4.0723
H -0.5692 1.0007 3.1307
H -1.6464 4.6694 -1.1818
H -0.8697 5.3486 0.2735
H -2.2515 4.2414 0.4370
C -0.7334 -7.2860 -1.5327
N -0.9243 -5.9909 -0.8953
C -0.2262 -5.8965 0.3737
C -0.7192 -4.9196 -1.7931
S 0.7276 -4.0933 -1.8609
N -1.7333 -4.6857 -2.6273
C -3.0889 -5.1484 -2.3804
C -1.6445 -3.6808 -3.6665
H 0.3285 -7.4764 -1.7468
H -1.2915 -7.3265 -2.4668
H -1.0980 -8.0663 -0.8630
H -0.6273 -6.6708 1.0306
H -0.4269 -4.9217 0.8134
H 0.8579 -6.0355 0.2805
H -3.1210 -5.8023 -1.5163
H -3.4714 -5.6695 -3.2620
H -3.7203 -4.2754 -2.1882
H -0.6106 -3.5520 -3.9715
H -2.0350 -2.7299 -3.2982
H -2.2416 -4.0007 -4.5220
```

Summary:
HOMO-LUMO gap = 5.05 eV
Calculated total energy = -11287.30989 a.u.
Relative energy (zero: lowest compared OMol25 entry of this formula, charge and spin) = 92.2 kJ/mol
Total charge = -1
LUMO energy = 2.0 eV
Strongest force on any atom = 1.16 eV/Å
HOMO = -3.02 eV

***

Entry 3:
The following is a DFT calculation (the ωB97M-V functional and the def2-TZVPD basis) of C8H11CrNPS as an isolated structure in a non-equilibrium geometry.

```
23
Properties=species:S:1:pos:R:3
C -0.7244 0.6770 -1.8114
C -1.4549 1.9040 -1.8964
C -0.5544 2.9481 -1.6020
C 0.7320 2.4093 -1.3473
C 0.6477 0.9984 -1.5333
Cr 0.7836 -1.6971 -0.3237
P -0.0345 -3.9759 0.0040
H -1.0913 -0.3519 -1.9408
H -2.5021 1.9814 -2.2114
H -0.8134 3.9914 -1.7090
H 1.5121 0.3473 -1.8266
H 1.6302 2.9615 -1.0710
H 0.8872 -4.9213 -0.5254
H -1.2413 -4.1461 -0.7910
H -0.3664 -4.4890 1.3335
S -0.6330 0.1321 3.4171
C 0.9168 0.7817 2.9279
C 1.1234 0.4924 1.6285
N 0.2269 -0.4510 1.0787
C -0.8399 -0.5768 1.9219
H 1.5603 1.3721 3.5878
H 1.9534 0.7597 0.9964
H -1.7177 -1.1472 1.6934
```

Summary:
HOMO-LUMO gap (spin up / spin down) = 5.48 / 5.18 eV
Calculated total energy = -2149.95435 a.u.
<S²> = 4.2107
Total charge = 0
LUMO energy (spin up / spin down) = -0.4 / -0.7 eV
Strongest force on any atom = 4.26 eV/Å
Multiplicity = 4
HOMO (spin up / spin down) = -5.93 / -5.89 eV

***

Entry 4:
The following is a DFT calculation (the ωB97M-V functional and the def2-TZVPD basis) of an isolated ion of composition C3H7N3O2 and charge +1 in a non-equilibrium geometry.

```
15
Properties=species:S:1:pos:R:3
O -0.1356 1.8299 -1.3094
C -0.1401 0.7883 -0.7404
N 0.9867 0.4889 0.0849
C 0.8973 -0.1774 1.3220
N 2.0741 -0.6516 1.8160
O -0.1478 -0.1739 1.9506
C -1.0416 -0.4277 -0.8149
N -2.2530 -0.1214 -1.5987
H 1.6073 1.2915 0.1058
H 3.0377 -0.6373 1.4396
H 1.9524 -0.8925 2.8795
H -1.3444 -0.6975 0.1773
H -0.5912 -1.2486 -1.3761
H -2.8404 0.6834 -1.3574
H -2.0614 -0.0541 -2.5788
```

Summary:
HOMO-LUMO gap (spin up / spin down) = 10.76 / 5.08 eV
Calculated total energy = -432.94133 a.u.
Relative energy (zero: lowest compared OMol25 entry of this formula, charge and spin) = 107.9 kJ/mol
<S²> = 0.7548
Total charge = +1
LUMO energy (spin up / spin down) = -3.6 / -9.3 eV
Strongest force on any atom = 4.27 eV/Å
Multiplicity = 2
HOMO (spin up / spin down) = -14.36 / -14.35 eV